Computed, not measured: a 6-piece molecular cluster, C59H64F5NO5 overall, with the ωB97M-V functional and the def2-TZVPD basis.

Structure (XYZ):
```
134
C59H64F5NO5 | the OMol25 dataset | the ωB97M-V functional and the def2-TZVPD basis
C 1.873 4.389 1.670
C 2.690 3.284 2.407
O 2.378 2.020 1.835
C 3.032 1.831 0.589
C 2.109 1.168 -0.416
C 2.079 1.547 -1.758
C 2.930 2.683 -2.335
C 1.964 3.590 -3.153
O 2.325 4.955 -3.039
C 1.255 5.812 -3.387
C 1.192 6.932 -2.311
O -0.109 7.474 -2.171
C -0.938 6.716 -1.383
C -2.153 7.281 -1.023
C -3.048 6.572 -0.273
C -2.797 5.276 0.173
C -3.857 4.511 0.980
C -3.744 5.109 2.437
C -3.518 3.011 1.127
C -5.307 4.795 0.522
C -5.848 3.988 -0.703
C -6.899 4.922 -1.387
C -6.661 2.748 -0.255
C -4.808 3.655 -1.791
C -1.579 4.740 -0.158
C -0.670 5.452 -0.918
C 1.232 0.879 -2.636
C 0.389 -0.130 -2.242
C 0.398 -0.480 -0.914
C 1.258 0.151 -0.017
C 1.011 -0.495 1.351
O 1.665 -0.522 2.359
N -0.298 -1.115 1.221
C -0.397 -1.538 -0.161
O -0.954 -2.528 -0.561
H 2.490 4.767 0.842
H 1.022 3.899 1.185
H 1.558 5.200 2.328
H 3.766 3.498 2.328
H 2.427 3.280 3.468
H 3.872 1.136 0.778
H 3.481 2.754 0.217
H 3.728 2.288 -2.969
H 3.302 3.306 -1.521
H 0.980 3.474 -2.674
H 1.923 3.241 -4.195
H 1.362 6.254 -4.386
H 0.279 5.307 -3.369
H 1.651 6.620 -1.366
H 1.825 7.745 -2.691
H -2.424 8.287 -1.334
H -3.985 7.063 -0.028
H -4.309 4.468 3.124
H -4.164 6.120 2.411
H -2.681 5.122 2.693
H -4.361 2.405 1.464
H -3.047 2.615 0.221
H -2.743 2.922 1.905
H -5.950 4.524 1.376
H -5.493 5.855 0.331
H -7.380 4.424 -2.234
H -6.316 5.752 -1.821
H -7.599 5.340 -0.657
H -7.411 3.129 0.452
H -7.216 2.305 -1.089
H -6.053 1.999 0.261
H -5.364 3.424 -2.712
H -4.291 2.721 -1.538
H -4.118 4.471 -2.018
H -1.301 3.739 0.158
H 0.265 4.951 -1.148
H 1.221 1.171 -3.683
H -0.277 -0.628 -2.941
H -0.995 -0.386 1.370
F -3.366 -0.427 -5.945
C -2.872 -1.609 -5.525
C -2.621 -1.795 -4.180
C -2.116 -3.015 -3.748
C -1.862 -4.024 -4.666
C -2.117 -3.819 -6.016
C -2.631 -2.605 -6.451
H -2.819 -0.991 -3.481
H -1.921 -3.175 -2.696
H -1.465 -4.972 -4.328
H -1.916 -4.605 -6.731
H -2.844 -2.429 -7.497
F -1.290 -1.924 7.996
C -0.093 -1.752 7.401
C -0.037 -1.138 6.165
C 1.196 -0.956 5.555
C 2.353 -1.399 6.184
C 2.278 -2.018 7.425
C 1.047 -2.192 8.043
H -0.952 -0.808 5.689
H 1.256 -0.471 4.591
H 3.313 -1.260 5.705
H 3.179 -2.367 7.913
H 0.969 -2.665 9.013
F 5.988 -3.287 0.102
C 4.781 -3.834 0.371
C 4.582 -5.179 0.131
C 3.343 -5.738 0.413
C 2.321 -4.946 0.920
C 2.540 -3.594 1.150
C 3.779 -3.032 0.880
H 5.388 -5.778 -0.272
H 3.175 -6.792 0.237
H 1.355 -5.382 1.135
H 1.744 -2.978 1.542
H 3.969 -1.982 1.062
F 7.660 -6.709 4.658
C 8.226 -6.264 3.520
C 9.571 -6.492 3.305
C 10.152 -6.038 2.130
C 9.387 -5.355 1.194
C 8.036 -5.130 1.429
C 7.448 -5.592 2.598
H 10.152 -7.020 4.050
H 11.204 -6.216 1.945
H 9.844 -4.997 0.280
H 7.441 -4.596 0.703
H 6.395 -5.435 2.796
F -1.472 -6.284 -2.206
C -2.695 -6.828 -2.057
C -2.885 -8.159 -2.377
C -4.145 -8.717 -2.219
C -5.198 -7.940 -1.755
C -4.990 -6.604 -1.444
C -3.730 -6.043 -1.590
H -2.054 -8.746 -2.744
H -4.306 -9.760 -2.458
H -6.181 -8.378 -1.637
H -5.811 -5.996 -1.086
H -3.546 -5.004 -1.345
```

For the energy, the calculation gives -3216.834445 hartree. Its SMILES is CCOCc1c(CCOCCOc2ccc(C(C)(C)CC(C)(C)C)cc2)ccc2c1C(=O)NC2=O.Fc1ccccc1.Fc1ccccc1.Fc1ccccc1.Fc1ccccc1.Fc1ccccc1.

=====

Computed, not measured: one molecule with the formula C16H12BrClO3, with the ωB97M-V functional and the def2-TZVPD basis.

Structure (XYZ):
```
33
C16H12BrClO3 | the OMol25 dataset | the ωB97M-V functional and the def2-TZVPD basis
O 0.525 -0.049 2.466
C -0.097 0.594 1.653
C 0.454 1.900 1.105
C 1.131 1.690 -0.269
C 0.189 1.971 -1.424
O -0.956 2.323 -1.335
O 0.811 1.826 -2.597
C 1.731 0.306 -0.374
C 2.998 0.061 0.137
C 3.541 -1.209 0.109
C 2.809 -2.248 -0.442
Cl 3.477 -3.840 -0.480
C 1.545 -2.024 -0.961
C 1.011 -0.749 -0.921
C -1.395 0.108 1.120
C -2.439 0.948 0.743
C -3.619 0.419 0.254
C -3.753 -0.954 0.140
Br -5.369 -1.680 -0.553
C -2.736 -1.812 0.530
C -1.567 -1.275 1.029
H -0.332 2.646 0.997
H 1.200 2.255 1.817
H 1.940 2.423 -0.371
H 0.209 2.025 -3.332
H 3.568 0.870 0.569
H 4.523 -1.395 0.514
H 0.982 -2.839 -1.387
H 0.021 -0.581 -1.321
H -2.353 2.018 0.837
H -4.428 1.070 -0.039
H -2.861 -2.880 0.445
H -0.759 -1.918 1.343
```

For the energy, the calculation gives -3876.869934 hartree. Its SMILES is O=C(C[C@H](C(=O)O)c1ccc(Cl)cc1)c1ccc(Br)cc1.

=====

Computed, not measured: C33H62F6NaO33P as an isolated structure, with the ωB97M-V functional and the def2-TZVPD basis.

Structure (XYZ):
```
136
C33H62F6NaO33P | the OMol25 dataset | the ωB97M-V functional and the def2-TZVPD basis
Na -11.328 8.962 20.328
P -10.917 6.837 17.551
F -10.861 6.164 19.003
F -11.558 8.194 18.199
F -9.441 7.471 17.730
F -11.079 7.542 16.082
F -10.258 5.589 16.756
F -12.395 6.236 17.315
C -14.205 3.026 14.694
C -13.383 3.907 15.654
O -14.255 4.163 16.745
C -15.348 3.398 16.651
O -16.262 3.424 17.413
O -15.299 2.628 15.538
H -13.537 2.205 14.431
H -14.518 3.506 13.770
H -13.211 4.900 15.242
H -12.467 3.400 15.948
C -7.939 9.810 13.346
C -8.706 8.484 13.413
O -9.906 8.776 12.682
C -10.010 10.096 12.430
O -10.977 10.628 11.992
O -8.903 10.744 12.881
H -6.996 9.731 12.804
H -7.665 10.144 14.351
H -8.960 8.138 14.415
H -8.209 7.679 12.872
C -7.389 5.934 15.561
O -6.285 5.873 14.666
C -6.330 4.985 13.685
O -7.170 4.145 13.521
O -5.285 5.205 12.881
C -5.065 4.281 11.815
H -8.337 6.037 15.033
H -7.275 6.867 16.110
H -7.442 5.089 16.242
H -4.080 3.848 11.943
H -5.195 4.845 10.891
H -5.835 3.511 11.776
C -15.376 6.954 18.186
O -16.652 7.501 17.833
C -17.477 7.837 18.793
O -17.214 7.913 19.969
O -18.660 8.139 18.252
C -19.724 8.209 19.182
H -15.445 5.940 18.575
H -14.894 7.600 18.921
H -14.837 6.927 17.247
H -19.955 7.255 19.654
H -20.610 8.573 18.668
H -19.508 8.927 19.976
C -11.463 0.763 12.783
O -11.589 2.079 12.267
C -10.980 3.046 12.933
O -10.326 2.940 13.934
O -11.258 4.200 12.329
C -10.813 5.411 12.907
H -11.615 0.767 13.862
H -10.481 0.351 12.556
H -12.223 0.151 12.308
H -11.363 6.255 12.497
H -9.794 5.574 12.530
H -10.856 5.427 13.996
C -9.317 3.194 18.212
O -9.076 1.809 18.458
C -9.125 0.917 17.477
O -9.154 1.154 16.302
O -9.009 -0.287 18.039
C -8.829 -1.369 17.137
H -8.445 3.636 17.736
H -9.441 3.646 19.193
H -10.250 3.318 17.669
H -9.720 -1.473 16.515
H -8.602 -2.248 17.729
H -8.004 -1.206 16.439
C -16.855 5.891 14.441
O -15.912 6.870 14.896
C -14.809 6.990 14.163
O -14.429 6.203 13.325
O -14.188 8.096 14.526
C -12.908 8.386 13.969
H -17.265 6.194 13.474
H -17.679 5.946 15.143
H -16.361 4.932 14.335
H -12.318 7.482 13.880
H -12.359 9.093 14.583
H -13.078 8.859 13.001
C -11.078 4.653 21.630
O -12.484 4.892 21.565
C -12.937 6.104 21.754
O -12.287 7.132 21.757
O -14.254 6.042 21.890
C -14.957 7.256 22.128
H -10.860 4.404 22.671
H -10.497 5.518 21.324
H -10.811 3.797 21.019
H -15.729 7.043 22.862
H -15.447 7.610 21.222
H -14.273 8.040 22.446
C -15.605 10.643 21.555
O -15.510 10.918 20.166
C -14.468 10.506 19.482
O -13.441 10.036 19.927
O -14.704 10.724 18.201
C -13.766 10.217 17.253
H -15.866 11.551 22.099
H -14.710 10.220 22.004
H -16.442 9.954 21.686
H -12.790 10.707 17.313
H -14.204 10.448 16.287
H -13.570 9.156 17.385
C -6.142 3.550 23.028
O -6.309 4.843 22.459
C -6.790 4.856 21.223
O -7.120 3.922 20.550
O -6.841 6.130 20.842
C -7.237 6.463 19.541
H -5.422 2.969 22.440
H -7.047 2.951 23.079
H -5.647 3.710 23.981
H -8.162 5.983 19.226
H -6.444 6.248 18.815
H -7.399 7.532 19.404
C -11.683 13.098 20.447
O -11.216 12.955 19.107
C -10.591 11.838 18.823
O -10.357 10.930 19.595
O -10.244 11.850 17.553
C -9.656 10.689 16.999
H -12.229 12.232 20.814
H -12.317 13.980 20.470
H -10.835 13.308 21.102
H -8.760 10.381 17.540
H -9.385 10.910 15.969
H -10.341 9.842 16.966
```

For the energy, the calculation gives -4880.803513 hartree.

=====

- Number 1 is which compound?
  C59H64F5NO5